(1)
DFT (the ωB97M-V functional and the def2-TZVPD basis) results for 15 unconnected molecules or ions with the total composition C39H73Cl28FI2N3O6PS4 at a distorted geometry.

Atoms and positions in Å:
C: -5.482 4.720 4.798
C: -5.079 4.321 3.225
I: -6.856 3.206 2.468
C: -3.761 3.345 3.245
C: -2.572 3.782 2.185
C: -1.729 5.070 2.842
O: -0.578 5.280 1.951
C: 0.656 5.589 2.688
C: 1.804 5.928 1.519
C: 1.489 7.300 0.678
F: 1.474 7.054 -0.810
P: 1.373 4.154 3.736
N: 0.432 2.841 3.852
O: 1.724 4.802 5.328
O: 2.907 3.562 3.048
O: -3.054 4.248 0.881
C: -2.744 3.319 -0.215
I: -3.650 4.263 -2.026
C: -1.130 3.284 -0.516
C: -0.695 2.508 -1.893
C: 0.975 2.431 -1.861
S: 1.681 1.281 -3.162
C: 3.234 0.410 -2.580
S: 4.444 1.366 -1.786
N: 3.571 -1.055 -2.758
C: 3.823 -1.732 -1.427
C: 3.093 -3.189 -1.242
O: 1.663 -3.219 -1.589
C: 1.293 -2.155 -2.535
C: 2.543 -1.797 -3.584
C: -3.418 1.868 0.134
C: -3.668 0.879 -1.145
C: -2.898 -0.562 -0.787
S: -2.895 -1.744 -2.241
C: -2.166 -3.347 -1.513
S: -1.312 -3.179 -0.016
N: -2.353 -4.685 -2.207
C: -1.274 -4.957 -3.239
C: -0.956 -6.588 -3.402
O: -0.466 -7.198 -2.155
C: -1.023 -6.540 -0.963
C: -2.484 -5.817 -1.210
H: -6.618 5.042 4.900
H: -4.802 5.661 5.063
H: -5.239 3.830 5.554
H: -4.886 5.313 2.629
H: -4.152 2.244 3.034
H: -3.383 3.324 4.378
H: -1.807 2.898 2.159
H: -2.447 6.022 2.801
H: -1.457 4.907 3.970
H: 0.503 6.596 3.269
H: 2.895 5.922 1.947
H: 1.734 5.034 0.730
H: 2.398 8.051 0.847
H: 0.515 7.867 0.996
H: 0.247 2.754 4.899
H: 2.690 4.518 5.502
H: 3.654 4.133 3.402
H: -0.570 2.716 0.374
H: -0.684 4.377 -0.513
H: -1.036 1.366 -1.930
H: -0.953 3.080 -2.887
H: 1.347 3.530 -2.127
H: 1.336 2.165 -0.767
H: 4.999 -1.925 -1.369
H: 3.558 -1.085 -0.487
H: 3.609 -4.064 -1.849
H: 3.186 -3.474 -0.096
H: 0.353 -2.390 -3.200
H: 0.992 -1.212 -1.874
H: 3.042 -2.795 -4.004
H: 2.171 -1.212 -4.540
H: -4.401 2.016 0.770
H: -2.654 1.315 0.867
H: -3.200 1.233 -2.157
H: -4.811 0.640 -1.250
H: -3.431 -1.046 0.137
H: -1.766 -0.263 -0.570
H: -1.545 -4.537 -4.305
H: -0.229 -4.475 -2.933
H: -1.906 -7.183 -3.794
H: -0.096 -6.646 -4.228
H: -0.186 -5.786 -0.577
H: -1.116 -7.366 -0.113
H: -3.183 -6.635 -1.716
H: -3.037 -5.506 -0.214
C: -1.408 -10.610 -2.403
Cl: -1.916 -10.253 -0.748
Cl: -0.920 -12.301 -2.568
H: -2.241 -10.412 -3.081
H: -0.561 -9.969 -2.661
C: 3.253 -2.390 -7.556
Cl: 2.047 -3.490 -6.878
Cl: 3.685 -1.127 -6.396
H: 4.150 -2.959 -7.812
H: 2.843 -1.923 -8.454
C: 2.554 9.055 3.732
Cl: 2.046 9.412 5.387
Cl: 3.042 7.364 3.567
H: 1.721 9.253 3.053
H: 3.400 9.696 3.474
C: -4.105 -0.435 4.565
Cl: -5.841 -0.207 4.808
Cl: -3.652 -0.126 2.884
H: -3.561 0.256 5.213
H: -3.842 -1.464 4.821
C: -1.891 -12.239 2.651
Cl: -3.097 -13.339 3.329
Cl: -1.459 -10.976 3.811
H: -0.994 -12.808 2.395
H: -2.301 -11.771 1.753
C: 2.228 -11.163 -1.570
Cl: 1.806 -11.146 0.147
Cl: 3.930 -11.581 -1.802
H: 1.607 -11.902 -2.082
H: 2.045 -10.171 -1.991
C: 2.431 -5.984 1.385
Cl: 1.224 -7.084 2.063
Cl: 2.863 -4.721 2.544
H: 3.327 -6.553 1.128
H: 2.021 -5.516 0.486
C: 5.892 4.770 -1.208
Cl: 5.675 5.200 0.493
Cl: 7.437 5.369 -1.823
H: 5.868 3.682 -1.305
H: 5.081 5.211 -1.792
C: -2.930 -11.693 -5.923
Cl: -3.686 -11.678 -7.520
Cl: -2.895 -10.071 -5.220
H: -3.500 -12.354 -5.265
H: -1.905 -12.061 -6.017
C: -5.129 -8.935 1.662
Cl: -4.757 -8.749 -0.056
Cl: -3.681 -9.357 2.584
H: -5.532 -7.994 2.043
H: -5.870 -9.729 1.782
C: 5.688 9.940 5.823
Cl: 6.060 10.126 4.104
Cl: 7.136 9.518 6.745
H: 5.285 10.881 6.204
H: 4.947 9.146 5.942
C: -6.138 7.213 0.356
Cl: -7.606 6.370 0.866
Cl: -5.018 7.415 1.709
H: -5.648 6.632 -0.428
H: -6.410 8.199 -0.030
C: 11.110 5.935 -3.417
Cl: 9.966 7.055 -2.667
Cl: 10.344 5.022 -4.722
H: 11.949 6.504 -3.825
H: 11.472 5.236 -2.659
C: -0.641 11.049 -0.132
Cl: -2.025 10.053 0.334
Cl: 0.724 10.793 0.962
H: -0.337 10.783 -1.148
H: -0.932 12.101 -0.098

Force components x, y, z for each atom (eV/Å):
C 0.3751 0.4761 -0.3435
C 0.8074 0.5145 1.8857
I 1.0298 0.4582 0.1144
C -0.9394 -0.3797 -0.0250
C 0.8905 0.5275 2.5050
C -1.8463 -0.1494 -0.3895
O 1.0489 -0.1521 2.6262
C 0.8992 1.9613 -2.2862
C -0.8275 -1.2401 -1.6280
C 1.2700 0.5107 0.1306
F -0.1960 0.3114 3.2269
P -0.1026 -2.9916 1.6869
N 0.9838 2.6300 1.2308
O 2.1265 -1.3567 -2.8394
O -1.4937 2.7980 2.1250
O 0.9333 -1.7939 0.0198
C 0.6352 -0.5561 0.9001
I 0.1022 -0.3179 1.0170
C 0.5916 -0.4124 0.1329
C 1.6008 -0.9211 -0.1673
C 0.0231 2.0263 1.4162
S 0.2181 -1.2363 0.1448
C 2.5264 0.1184 1.6486
S -2.3904 -1.7053 -1.2093
N -2.8531 2.5891 -0.1402
C 1.5624 -1.1491 1.2860
C 0.4624 -0.4263 0.1152
O 0.9163 1.0655 -0.9143
C 0.0021 1.1582 -0.7770
C -1.1531 -1.0095 0.6803
C 0.5600 -0.3605 0.0778
C 0.2180 -1.5576 0.1766
C 0.5665 1.3799 0.7941
S 0.3136 -1.6143 1.0276
C 0.9708 0.0747 1.6474
S -1.7773 -0.5049 -2.7775
N 0.6060 1.9395 1.1679
C 1.5128 -0.6909 -0.7576
C -0.1745 0.8463 -0.6588
O -1.5109 1.3609 -0.7453
C 0.3390 0.2214 1.7942
C 0.2471 -1.6616 -0.1769
H 2.5038 -0.7238 -0.2606
H -1.4003 -2.0161 -0.3277
H -0.6256 1.9411 -1.7821
H -0.7298 -2.4405 1.0023
H 1.1051 2.5288 0.3349
H -0.3659 0.1827 -2.5905
H -1.4022 1.7104 -0.2418
H 1.5611 -1.8566 -0.0874
H -0.2753 -0.0099 -2.3167
H 0.2845 -2.2166 -0.4557
H -2.5544 -0.2211 -1.3938
H 0.1104 1.8835 1.6816
H -1.9538 -1.6158 -0.5428
H 1.6270 -1.4530 -0.9073
H 0.2773 -0.0965 -1.7393
H -2.1787 0.6764 -0.0618
H -1.0293 -0.8708 -0.8928
H -1.3896 1.1395 -1.7751
H -1.1850 -2.1309 -0.0895
H 0.4015 2.6591 0.0665
H 0.1171 -1.2346 2.1501
H -0.5707 -2.4120 0.7353
H -0.5625 0.3635 -2.3964
H -2.5570 0.3181 0.0610
H 0.3199 -0.9652 -2.1056
H -0.7756 1.9669 1.0530
H -0.2317 0.7046 -2.3484
H 1.7432 -0.1327 1.6389
H 0.7880 -1.7448 -1.6371
H -1.1574 2.1198 1.0623
H 0.7528 -1.0150 2.5431
H 1.9100 -0.0688 -1.5758
H -1.4837 1.2755 -1.6065
H -1.1790 -0.2884 2.0223
H 2.2420 0.6886 -0.0382
H 1.3209 0.7592 -1.7730
H -2.4751 -0.9337 -0.1289
H 0.2754 -0.7970 2.1687
H -2.1966 -0.9876 -0.4222
H 1.8656 1.3177 0.7746
H -1.8554 -0.0507 1.9058
H -2.1144 -1.2831 -0.8483
H 0.0530 1.6270 -1.9494
H 1.4643 1.6947 1.0035
H 1.5179 -0.4314 -2.1592
C -0.0246 0.4606 0.0606
Cl 0.1759 0.0097 -0.1050
Cl -0.1003 -0.2112 -0.2257
H 0.3806 -0.2302 0.5605
H -0.1695 -0.1329 0.1739
C 0.1960 0.0607 -0.3649
Cl -0.0474 -0.0968 -0.0623
Cl 0.3918 0.1086 -0.5852
H -0.2441 0.1246 0.1992
H 0.0154 -0.0940 0.3269
C 0.0370 0.4259 -0.1263
Cl -0.0366 0.1013 -0.0295
Cl 0.6318 1.0456 0.9110
H 0.1062 -0.1882 0.2416
H -0.1343 -0.2569 0.1377
C 0.1478 -0.1395 0.3403
Cl 0.0705 -0.0072 0.0879
Cl 0.1358 -0.3754 0.0429
H -0.1788 -0.0773 -0.2555
H -0.1227 0.2577 -0.1772
C 0.1752 -0.0365 -0.3669
Cl -0.0174 -0.0466 -0.0832
Cl 0.3862 -0.1703 0.0649
H -0.2294 0.1418 0.1933
H 0.0208 -0.0575 0.3180
C -0.2309 0.0237 -0.2411
Cl -0.1166 0.0490 -0.0573
Cl 0.0246 0.0244 -0.1185
H 0.2766 0.1534 0.2577
H 0.1409 -0.1772 0.2108
C 0.0759 -0.1168 -0.3417
Cl 0.0323 -0.0413 -0.1066
Cl 0.0814 0.0772 -0.0762
H -0.2324 0.1177 0.1992
H -0.0256 -0.0442 0.2771
C -0.1718 -0.2962 -0.3969
Cl -0.1200 0.0142 0.1456
Cl -0.2230 -0.0812 0.0129
H 0.0471 0.3508 0.1220
H 0.2364 -0.0390 0.2254
C 0.1073 -0.4793 0.0356
Cl 0.0441 -0.0820 0.0645
Cl -0.1422 0.1543 -0.3904
H 0.0722 0.2706 -0.1795
H -0.2583 0.2131 -0.0166
C -0.3508 0.1161 0.2005
Cl -0.2964 0.1282 0.0269
Cl -0.3367 0.1263 -0.1135
H 0.1988 -0.2058 -0.1446
H 0.2867 0.1407 -0.0903
C -0.3018 0.0022 0.2851
Cl -0.0932 0.0284 -0.0897
Cl -0.0919 0.0104 0.0454
H 0.2035 -0.2131 -0.1465
H 0.2759 0.1504 -0.0821
C -0.1220 0.0452 -0.4934
Cl 0.0329 0.2142 -0.1684
Cl 0.1418 0.4918 -0.1501
H -0.0547 0.0104 0.3154
H 0.0681 -0.2231 0.2570
C 0.3546 -0.0362 0.0856
Cl 0.2708 0.1230 -0.0017
Cl 0.1018 -0.0388 0.0035
H -0.3174 -0.1022 0.0407
H -0.2307 0.1567 -0.1909
C -0.2069 0.1899 -0.3818
Cl 0.0152 0.0314 -0.0647
Cl 0.1353 0.1739 -0.0151
H -0.0241 -0.0620 0.3394
H 0.0913 -0.3061 0.1376

As for the charge: 0. Its HOMO energy is -8.40 eV. The frontier orbital gap is 7.9 eV.

Löwdin population analysis, charges in e, atoms 1 to 6: -0.20, -0.69, 0.72, -0.20, -0.25, -0.12



(2)
DFT (the ωB97M-V functional and the def2-TZVPD basis) results for a single C17H17N5O2S molecule at a distorted geometry.

Atoms and positions in Å:
O: 1.257 1.776 -1.341
O: 0.047 0.959 -3.210
N: 2.458 -1.485 0.021
N: 3.312 -1.570 1.115
N: 0.891 -0.070 0.979
N: -2.123 -2.600 -1.128
C: 1.273 -0.835 0.004
C: 2.842 -1.012 2.218
C: -3.502 -2.759 -1.279
C: 1.639 -0.246 2.121
C: -1.289 -2.211 -2.111
C: -4.130 -2.410 -2.471
C: -1.924 -1.855 -3.323
C: -3.277 -1.853 -3.512
C: 0.903 2.132 4.924
C: -0.117 1.602 5.601
C: 1.525 1.451 3.846
C: -0.707 0.472 5.031
C: 1.014 0.270 3.260
C: -0.152 -0.200 3.912
N: 0.650 -0.756 -1.168
C: -0.952 -1.350 3.302
C: 0.273 -2.031 -1.939
C: -1.334 1.370 -0.959
S: 0.217 0.901 -1.728
H: 3.252 -1.065 3.287
H: -4.286 -2.898 -0.486
H: -5.155 -2.472 -2.376
H: -1.372 -1.320 -4.133
H: -3.809 -1.546 -4.426
H: 1.225 3.083 5.224
H: -0.573 2.035 6.525
H: 2.376 1.762 3.330
H: -1.614 -0.019 5.423
H: -0.301 -2.228 3.286
H: -1.311 -1.153 2.281
H: -1.800 -1.630 3.907
H: 0.755 -2.823 -1.352
H: 0.830 -2.059 -2.787
H: -1.525 2.367 -1.206
H: -2.165 0.805 -1.444
H: -1.380 1.248 0.112

Force components x, y, z for each atom (eV/Å):
O 0.7995 0.2870 1.7589
O -0.6600 -1.6670 3.1142
N 1.7878 -1.1662 0.6339
N -2.4045 0.1781 -1.4210
N 0.5077 -0.0089 3.3927
N -0.3168 -0.7006 1.0608
C 4.0837 0.0302 1.3899
C -1.6107 1.1635 0.7479
C 1.2669 1.6866 -1.2130
C -0.4253 -1.5592 -2.9168
C -1.7213 -0.1059 -0.0367
C 4.2144 0.7388 -0.0644
C 1.3469 1.7444 -1.5247
C -2.9710 -1.7657 1.2923
C 2.3078 -0.1883 -1.6810
C -2.8708 -1.3939 0.9873
C -1.5985 -0.9960 0.1981
C 0.3090 -1.5709 -0.5353
C -1.5094 3.0820 5.0166
C -1.3664 0.0914 -0.6990
N -3.0422 0.6027 -3.9290
C 0.8174 -0.0723 0.1101
C -1.8826 0.8469 3.6258
C -0.8431 -2.1703 -0.4482
S -0.0211 -0.5709 -3.5309
H 0.1084 -0.2277 -2.0829
H 1.9457 -0.4764 0.1015
H -2.1730 0.1039 -0.9426
H -0.0005 -0.8166 0.7810
H 0.8589 0.1074 0.3381
H 1.0007 1.1278 0.2997
H 0.5648 -0.1543 -1.0759
H 1.3565 1.3824 -0.2916
H 0.5291 0.5754 0.0690
H -0.0970 -0.1105 -0.3190
H 0.2819 0.0441 0.2860
H -0.2967 0.1111 0.2729
H -0.6454 0.0602 0.2445
H 0.8827 0.2714 -3.0530
H 0.2200 1.7428 -0.5066
H 0.7795 0.0097 0.3492
H 0.4873 -0.2665 0.2012

The SMILES is Cc1ccccc1-c1cnnc(N(Cc2ccccn2)S(C)(=O)=O)n1. As for the charge: 0. Its HOMO energy is -9.27 eV. The energy above the lowest of the compared OMol25 structures with the same formula, charge and spin is 630.1 kJ/mol. The frontier orbital gap is 8.8 eV.

Löwdin population analysis, charges in e, atoms 1 to 6: -0.28, -0.32, 0.11, 0.07, 0.23, 0.09